Computed, not measured: one molecule with the formula H3OPS2 in a non-equilibrium geometry, with the ωB97M-V functional and the def2-TZVPD basis.

The calculation puts the frontier orbital gap at 9.63 eV. Its multiplicity is 1. The value obtained for the lowest unoccupied orbital energy is 0.510 eV. As for the SMILES: O[P@H](=S)S. Its largest force on an atom is 2.67 eV Å⁻¹. The energy relative to the best compared isomer or geometry (same formula, charge and spin) is 20.2 kcal/mol.

XYZ file:
```
7
Properties=species:S:1:pos:R:3:lowdin_charge:R:1
S 1.92 -0.22 0.26 0.383
S -0.72 -1.81 -0.09 0.175
P -0.08 0.02 -0.22 -0.125
O -0.62 1.20 0.64 -0.346
H -0.12 1.01 -1.39 0.053
H -1.15 1.13 1.45 0.095
H 1.29 -1.40 0.65 -0.235
```

=====

Computed, not measured: a 2-piece molecular cluster, H3S2 overall in a non-equilibrium geometry, with the ωB97M-V functional and the def2-TZVPD basis.

The calculation puts the frontier orbital gap at 6.29 eV. Its multiplicity is 1. The value obtained for the lowest unoccupied orbital energy is 3.641 eV. Its largest force on an atom is 2.30 eV Å⁻¹. As for the total charge: -1. The energy relative to the best compared isomer or geometry (same formula, charge and spin) is 7.1 kcal/mol.

XYZ file:
```
5
Properties=species:S:1:pos:R:3:lowdin_charge:R:1
S 1.34 0.92 -1.55 0.322
S -1.00 -0.18 1.92 -0.365
H -1.36 -1.48 2.03 -0.501
H 0.49 -0.09 -1.98 -0.207
H 0.53 0.83 -0.41 -0.249
```

=====

Computed, not measured: H3S2 as an isolated structure in a non-equilibrium geometry, with the ωB97M-V functional and the def2-TZVPD basis.

The calculation puts the frontier orbital gap at 7.14 eV. Its multiplicity is 1. The value obtained for the lowest unoccupied orbital energy is 3.761 eV. Its largest force on an atom is 2.85 eV Å⁻¹. As for the total charge: -1. The energy relative to the best compared isomer or geometry (same formula, charge and spin) is 19.8 kcal/mol.

XYZ file:
```
5
Properties=species:S:1:pos:R:3:lowdin_charge:R:1
S -0.52 -1.83 -0.19 0.180
S 0.07 1.41 -0.14 -0.035
H 0.26 2.71 -0.17 -0.419
H 0.43 -2.06 0.70 -0.322
H -0.24 -0.23 -0.19 -0.403
```

=====

Computed, not measured: a 20-piece molecular cluster, H40O20 overall in a non-equilibrium geometry, with the ωB97M-V functional and the def2-TZVPD basis.

The calculation puts the frontier orbital gap at 10.21 eV. Its multiplicity is 1. The value obtained for the lowest unoccupied orbital energy is -0.366 eV. Its largest force on an atom is 2.93 eV Å⁻¹. The energy relative to the best compared isomer or geometry (same formula, charge and spin) is 127.7 kcal/mol.

XYZ file:
```
60
Properties=species:S:1:pos:R:3:lowdin_charge:R:1
O -3.47 -1.79 3.77 -0.077
O -2.75 2.91 2.23 -0.066
O 5.49 -1.36 2.37 -0.090
O -2.86 1.73 -0.61 -0.039
O 2.86 1.10 -4.42 -0.071
O 0.34 3.46 -3.43 -0.061
O -2.61 -0.32 1.66 -0.024
O 4.54 2.90 -0.02 -0.028
O -0.25 4.23 2.08 -0.071
O 0.05 0.95 -3.80 -0.108
O 3.78 -0.09 0.00 -0.040
O 0.45 0.14 0.45 -0.031
O 0.31 -3.29 -3.92 -0.087
O -1.16 -4.09 -1.73 -0.087
O 2.85 0.55 2.44 -0.062
O -3.65 -3.43 -2.56 -0.088
O -1.17 -0.01 -1.58 -0.137
O -4.91 -2.30 0.08 -0.048
O 0.76 0.65 4.74 -0.056
O 2.01 -3.11 2.57 -0.050
H -3.73 -0.87 3.82 0.018
H -1.66 -3.34 -1.34 0.042
H -0.49 3.36 -3.87 0.021
H 3.71 0.28 2.77 0.028
H 0.41 -2.49 -4.51 0.053
H 2.72 0.60 -5.23 0.022
H 1.27 -0.01 -0.02 0.046
H -3.20 0.38 1.93 0.026
H -2.08 2.58 2.86 0.044
H -3.68 1.83 -1.14 0.089
H 2.93 0.17 1.56 -0.029
H 1.98 1.50 -4.42 -0.010
H 1.49 -2.54 3.16 0.031
H 4.49 3.45 -0.80 0.042
H -1.73 -0.08 1.91 0.037
H -3.22 1.60 0.27 0.010
H 5.46 2.77 0.18 0.033
H 1.20 0.39 3.93 -0.025
H -1.66 -4.62 -2.36 0.029
H 5.26 -1.11 1.45 0.012
H -4.30 -2.36 0.85 0.027
H 3.53 -0.99 -0.13 0.068
H 1.32 -3.58 2.11 0.029
H -4.57 -3.36 -2.29 0.028
H 0.53 4.64 2.47 0.034
H 0.10 3.80 1.25 0.071
H -3.31 -2.49 -2.71 0.079
H 0.23 2.77 -2.78 0.001
H 1.27 1.29 5.23 0.033
H -1.65 0.84 -1.28 0.019
H 4.44 0.52 -0.34 0.063
H 0.58 -0.04 1.42 0.082
H -0.51 0.18 -0.82 0.010
H -0.58 0.67 -4.50 0.071
H -0.48 0.48 -3.10 0.005
H -3.63 -2.03 2.81 0.032
H -4.82 -1.34 0.13 0.027
H -0.61 -3.18 -3.67 -0.005
H -2.86 3.84 2.47 0.048
H 5.24 -2.33 2.43 0.081
```

=====

Computed, not measured: a 20-piece molecular cluster, H40O20 overall in a non-equilibrium geometry, with the ωB97M-V functional and the def2-TZVPD basis.

The calculation puts the frontier orbital gap at 10.05 eV. Its multiplicity is 1. The value obtained for the lowest unoccupied orbital energy is -0.253 eV. Its largest force on an atom is 1.33 eV Å⁻¹. The energy relative to the best compared isomer or geometry (same formula, charge and spin) is 53.7 kcal/mol.

XYZ file:
```
60
Properties=species:S:1:pos:R:3:lowdin_charge:R:1
O -8.77 -20.60 11.75 -0.051
O -4.11 -22.10 18.19 -0.064
O -11.39 -18.61 13.86 -0.008
O -8.27 -20.50 21.43 -0.026
O -10.11 -20.83 14.33 -0.059
O -5.79 -20.61 12.49 -0.014
O -9.45 -16.30 15.36 -0.040
O -8.30 -19.76 16.40 -0.053
O -5.30 -16.09 18.50 -0.040
O -6.95 -19.62 19.07 -0.040
O -4.49 -20.16 20.48 -0.045
O -10.41 -17.29 20.66 -0.060
O -7.65 -17.31 11.81 -0.030
O -12.25 -22.77 14.58 -0.060
O -7.25 -19.12 13.98 -0.055
O -11.54 -20.97 18.92 -0.065
O -6.89 -22.58 16.81 -0.026
O -8.14 -22.93 14.20 -0.045
O -10.48 -18.61 18.12 -0.038
O -6.33 -15.80 14.97 -0.036
H -7.32 -18.42 13.33 0.001
H -7.64 -21.17 21.69 0.047
H -4.67 -20.82 21.16 0.045
H -7.99 -19.60 15.51 -0.012
H -11.38 -20.03 18.90 -0.025
H -8.80 -22.26 14.04 -0.019
H -7.76 -22.70 15.05 -0.024
H -12.22 -21.12 18.27 0.025
H -5.28 -16.52 19.35 0.028
H -3.53 -20.13 20.43 0.048
H -8.57 -16.63 15.21 -0.001
H -4.38 -15.92 18.29 0.034
H -10.59 -20.01 14.19 -0.013
H -7.82 -20.54 11.86 -0.012
H -11.78 -18.57 12.98 0.078
H -6.04 -15.93 15.87 0.021
H -11.95 -18.04 14.39 0.072
H -7.09 -21.65 16.80 0.016
H -4.85 -22.48 17.71 -0.007
H -7.35 -20.08 19.81 -0.008
H -4.44 -21.27 18.52 -0.012
H -8.52 -17.47 11.45 0.051
H -5.29 -21.41 12.68 0.082
H -8.39 -19.96 22.22 0.056
H -10.30 -17.80 19.86 -0.023
H -7.51 -22.96 17.43 0.070
H -9.69 -18.98 17.73 0.026
H -12.44 -22.10 13.93 0.017
H -10.90 -17.87 21.25 0.025
H -6.63 -19.74 13.59 -0.014
H -11.36 -22.55 14.89 0.001
H -6.57 -18.83 19.46 0.031
H -7.63 -16.37 11.99 0.052
H -5.53 -15.72 14.46 0.038
H -5.46 -20.32 11.64 0.079
H -7.54 -19.58 16.95 0.024
H -9.12 -20.46 12.62 -0.022
H -11.05 -18.44 17.38 0.062
H -9.58 -20.67 15.11 0.024
H -9.99 -16.74 14.70 -0.004
```